#a
Molecular formula: C44H121N11O11
Method: DFT, the ωB97M-V functional and the def2-TZVPD basis

Last column: Mulliken charge in e.
Atoms and positions in Å:
C1 0.63 5.90 4.90  -0.846
O1 0.83 4.98 3.86  -0.095
C2 2.11 5.12 3.18  -1.448
C3 2.24 4.02 2.11  0.438
C4 0.95 4.10 1.17  -0.929
N1 2.40 2.65 2.63  -0.328
H1 0.50 6.87 4.50  0.363
H2 1.51 5.97 5.62  0.294
H3 -0.27 5.46 5.46  0.166
H4 2.18 6.11 2.71  0.450
H5 2.90 4.97 3.94  0.540
H6 3.10 4.32 1.52  -0.129
H7 0.07 4.55 1.62  0.896
H8 0.69 3.11 0.79  -0.206
H9 1.25 4.66 0.30  0.245
H10 1.57 2.47 3.26  0.269
H11 3.21 2.55 3.26  0.294
C5 4.15 -2.08 -2.67  0.060
O2 3.32 -1.65 -3.77  -0.434
C6 2.14 -2.39 -3.94  -0.743
C7 0.95 -1.55 -3.44  2.505
C8 -0.36 -2.30 -3.50  -0.778
N2 0.86 -0.14 -3.94  -0.454
H12 4.82 -1.25 -2.43  0.281
H13 4.73 -3.02 -2.96  0.292
H14 3.58 -2.19 -1.76  -0.420
H15 2.09 -2.54 -5.02  0.381
H16 2.17 -3.36 -3.46  0.156
H17 1.16 -1.45 -2.36  -1.858
H18 -0.24 -3.28 -3.11  -0.438
H19 -0.60 -2.34 -4.57  0.535
H20 -1.10 -1.72 -2.99  0.198
H21 0.68 -0.16 -4.92  0.306
H22 1.80 0.26 -3.78  0.208
C9 -3.27 8.15 -2.04  -0.692
O3 -2.40 7.18 -1.51  -0.361
C10 -2.80 5.82 -1.66  -0.436
C11 -1.75 4.91 -1.15  1.398
C12 -0.55 4.90 -2.06  -1.384
N3 -2.38 3.63 -1.16  0.596
H23 -3.35 7.93 -3.12  0.293
H24 -2.90 9.14 -1.77  0.238
H25 -4.35 8.05 -1.65  0.238
H26 -3.80 5.79 -1.15  0.448
H27 -2.97 5.68 -2.76  -0.120
H28 -1.34 5.27 -0.20  -0.090
H29 0.25 4.22 -1.66  -0.030
H30 -0.16 5.95 -2.17  0.430
H31 -0.80 4.54 -3.03  0.271
H32 -1.77 2.96 -0.75  -0.602
H33 -3.32 3.58 -0.71  -0.219
C13 6.54 4.50 0.09  -0.710
O4 5.32 4.09 0.68  -0.335
C14 4.86 2.76 0.28  0.737
C15 4.46 2.70 -1.21  0.279
C16 3.13 3.40 -1.55  -0.748
N4 4.43 1.28 -1.60  -0.398
H34 7.42 3.91 0.48  0.263
H35 6.71 5.55 0.46  0.243
H36 6.59 4.49 -1.03  0.295
H37 5.65 2.06 0.54  0.509
H38 3.95 2.58 0.88  -1.146
H39 5.25 3.19 -1.77  0.281
H40 2.90 3.06 -2.55  0.648
H41 3.21 4.50 -1.59  0.321
H42 2.34 3.04 -0.92  -0.371
H43 3.78 0.81 -1.02  -0.043
H44 4.13 1.15 -2.57  0.309
C17 -1.52 0.08 0.19  0.969
O5 -0.25 0.63 0.61  0.699
C18 0.85 -0.14 0.23  0.159
C19 0.86 -1.49 0.93  1.328
C20 0.78 -1.42 2.40  -0.889
N5 2.14 -2.12 0.48  1.983
H45 -1.77 -0.79 0.80  0.661
H46 -1.45 -0.30 -0.87  -0.182
H47 -2.45 0.73 0.15  -1.548
H48 0.91 -0.37 -0.83  -1.043
H49 1.70 0.46 0.54  -0.215
H50 -0.03 -1.97 0.51  0.131
H51 -0.09 -0.93 2.76  0.259
H52 1.60 -0.76 2.76  -0.434
H53 0.99 -2.38 2.94  0.133
H54 2.95 -1.60 0.81  -0.682
H55 2.28 -3.03 0.83  -0.951
C21 6.18 -1.38 0.51  -0.791
O6 5.12 -1.51 1.44  0.102
C22 5.45 -2.20 2.65  -1.480
C23 4.17 -2.21 3.47  2.523
C24 3.77 -0.85 4.01  -1.462
N6 4.34 -3.20 4.54  -0.677
H56 7.06 -1.02 1.02  0.363
H57 5.87 -0.67 -0.30  0.043
H58 6.38 -2.29 -0.04  0.323
H59 5.75 -3.18 2.34  0.457
H60 6.17 -1.72 3.28  0.442
H61 3.42 -2.47 2.76  -1.114
H62 2.85 -1.03 4.54  0.517
H63 3.48 -0.12 3.15  -0.032
H64 4.47 -0.43 4.77  0.359
H65 4.36 -4.15 4.16  0.257
H66 3.70 -3.22 5.31  0.280
C25 4.07 -5.48 0.71  -0.497
O7 2.66 -5.15 0.54  -0.069
C26 2.23 -5.42 -0.79  -1.376
C27 0.77 -4.95 -0.99  3.234
C28 -0.11 -5.23 0.28  -0.511
N7 0.37 -5.49 -2.24  -0.577
H67 4.33 -4.97 1.67  -0.118
H68 4.72 -5.13 -0.20  0.245
H69 4.12 -6.59 0.88  0.280
H70 2.87 -4.90 -1.50  0.246
H71 2.25 -6.50 -0.97  0.490
H72 0.89 -3.87 -1.12  -1.377
H73 -1.13 -4.72 0.22  -0.887
H74 0.29 -4.88 1.23  -0.077
H75 -0.15 -6.32 0.42  0.485
H76 -0.40 -4.99 -2.61  0.178
H77 0.19 -6.47 -2.21  0.283
C29 1.46 -6.00 3.77  -0.062
O8 0.13 -5.66 4.16  -0.259
C30 -0.72 -6.70 4.60  -1.067
C31 -1.51 -7.28 3.45  1.343
C32 -2.64 -6.40 2.99  -1.431
N8 -2.07 -8.62 3.92  -0.799
H78 2.13 -6.22 4.64  0.351
H79 1.72 -5.16 3.14  -0.417
H80 1.33 -6.90 3.09  0.282
H81 -0.12 -7.42 5.10  0.401
H82 -1.30 -6.15 5.39  0.208
H83 -0.77 -7.37 2.68  -0.163
H84 -3.21 -6.86 2.20  0.442
H85 -2.24 -5.45 2.67  0.183
H86 -3.26 -6.24 3.83  0.453
H87 -1.42 -9.44 3.87  0.257
H88 -2.79 -8.95 3.25  0.282
C33 -5.26 4.19 -6.25  -0.642
O9 -4.05 3.46 -6.27  -0.386
C34 -3.77 2.96 -4.98  0.050
C35 -2.65 1.95 -5.00  0.283
C36 -2.95 0.76 -5.93  -1.392
N9 -2.46 1.49 -3.60  -0.028
H89 -6.04 3.52 -5.74  0.295
H90 -5.52 4.42 -7.28  0.254
H91 -5.13 5.12 -5.73  0.240
H92 -3.40 3.73 -4.28  -0.236
H93 -4.58 2.41 -4.54  0.346
H94 -1.73 2.41 -5.29  0.358
H95 -2.08 0.10 -6.22  0.223
H96 -3.43 1.12 -6.83  0.426
H97 -3.73 0.11 -5.52  0.263
H98 -1.71 0.84 -3.58  0.027
H99 -2.14 2.32 -3.01  -0.312
C37 -5.81 2.84 0.73  -0.779
O10 -4.48 2.51 1.02  0.041
C38 -4.05 3.19 2.21  -1.586
C39 -2.61 2.79 2.50  2.953
C40 -2.60 1.33 2.97  -1.458
N10 -2.10 3.82 3.40  -0.606
H100 -6.47 2.48 1.56  0.293
H101 -6.17 2.28 -0.18  0.182
H102 -5.94 4.00 0.52  0.262
H103 -4.18 4.26 2.08  0.403
H104 -4.70 2.84 3.04  0.516
H105 -1.99 2.89 1.58  -1.283
H106 -3.35 1.33 3.87  0.480
H107 -1.58 1.06 3.43  0.190
H108 -2.86 0.56 2.26  0.083
H109 -1.10 3.70 3.55  0.029
H110 -2.52 3.86 4.31  0.297
C41 -3.92 -3.87 0.17  -0.454
O11 -4.79 -3.06 -0.55  -0.490
C42 -4.18 -1.70 -0.72  0.113
C43 -5.14 -0.69 -1.31  0.913
C44 -5.87 -1.29 -2.52  -1.793
N11 -4.46 0.56 -1.66  0.015
H111 -3.74 -3.39 1.15  0.308
H112 -2.98 -4.12 -0.30  0.025
H113 -4.36 -4.82 0.27  0.420
H114 -3.82 -1.50 0.29  -0.044
H115 -3.29 -1.80 -1.33  0.006
H116 -6.03 -0.58 -0.61  0.202
H117 -6.42 -0.54 -3.05  0.511
H118 -6.58 -2.06 -2.17  0.389
H119 -5.24 -1.72 -3.29  0.321
H120 -3.87 0.54 -2.49  0.008
H121 -3.98 0.86 -0.86  -0.562

Computed properties:
* E_HOMO: -8.6 eV

---

#b
Molecular formula: C44H121N11O11
Method: DFT, the ωB97M-V functional and the def2-TZVPD basis

Last column: Mulliken charge in e.
Atoms and positions in Å:
C1 -17.99 -0.85 23.06  -0.729
O1 -18.71 -0.53 24.32  -0.324
C2 -19.95 0.15 24.24  -0.567
C3 -20.88 0.00 25.47  0.521
C4 -21.63 -1.34 25.56  -1.371
N1 -21.78 1.15 25.63  -0.678
H1 -17.78 0.01 22.42  0.332
H2 -18.63 -1.35 22.34  0.325
H3 -17.05 -1.36 23.26  0.240
H4 -19.89 1.21 24.00  0.287
H5 -20.49 -0.31 23.42  0.226
H6 -20.18 0.11 26.30  0.220
H7 -22.18 -1.62 24.66  0.334
H8 -22.36 -1.38 26.36  0.383
H9 -20.95 -2.14 25.87  0.338
H10 -21.41 2.08 25.63  0.245
H11 -22.49 1.16 24.91  0.217
C5 -21.05 -10.11 14.12  -0.733
O2 -21.25 -11.22 13.24  -0.339
C6 -22.42 -11.96 13.65  -0.652
C7 -22.42 -13.27 12.90  0.381
C8 -23.64 -14.16 13.26  -1.551
N2 -21.28 -14.08 13.24  -0.695
H12 -20.28 -10.34 14.85  0.270
H13 -21.97 -9.80 14.61  0.339
H14 -20.61 -9.36 13.47  0.229
H15 -22.72 -12.16 14.68  0.362
H16 -23.27 -11.45 13.20  0.330
H17 -22.32 -13.05 11.84  0.327
H18 -24.48 -13.76 12.69  0.387
H19 -23.92 -14.18 14.32  0.380
H20 -23.64 -15.21 12.96  0.416
H21 -21.55 -14.47 14.13  0.269
H22 -20.54 -13.41 13.31  0.275
C9 -14.99 -11.66 25.85  -0.638
O3 -15.60 -12.25 24.65  -0.415
C10 -14.63 -12.62 23.64  -0.566
C11 -13.80 -11.40 23.13  0.587
C12 -13.46 -11.54 21.73  -1.620
N3 -12.66 -11.23 23.94  -0.614
H23 -15.60 -12.05 26.65  0.275
H24 -14.99 -10.57 25.74  0.223
H25 -13.97 -11.96 26.09  0.301
H26 -14.03 -13.44 24.02  0.334
H27 -15.25 -13.04 22.84  0.331
H28 -14.33 -10.46 23.34  0.168
H29 -14.38 -11.74 21.19  0.397
H30 -12.74 -12.37 21.69  0.376
H31 -12.95 -10.65 21.35  0.368
H32 -12.14 -12.09 24.07  0.261
H33 -11.98 -10.73 23.38  0.234
C13 -9.51 -5.48 20.61  -0.774
O4 -10.21 -6.24 21.60  -0.326
C14 -11.32 -5.61 22.30  -1.118
C15 -12.17 -6.63 23.08  1.027
C16 -13.55 -6.03 23.23  -1.362
N4 -11.60 -6.86 24.33  -0.788
H34 -10.08 -5.30 19.70  0.295
H35 -8.54 -5.92 20.41  0.274
H36 -9.31 -4.47 20.96  0.316
H37 -11.05 -4.70 22.84  0.399
H38 -11.90 -5.23 21.46  0.382
H39 -12.26 -7.43 22.35  0.054
H40 -14.10 -6.57 24.01  0.346
H41 -14.12 -6.07 22.30  0.340
H42 -13.61 -4.96 23.39  0.327
H43 -11.98 -7.74 24.65  0.287
H44 -10.68 -7.16 24.04  0.322
C17 -20.40 -8.78 21.50  -0.676
O5 -20.87 -7.44 21.62  -0.355
C18 -21.16 -6.77 20.40  -0.766
C19 -22.39 -7.27 19.60  0.677
C20 -22.53 -6.53 18.28  -1.380
N5 -23.65 -6.88 20.38  -0.766
H45 -19.31 -8.74 21.60  0.255
H46 -20.54 -9.22 20.52  0.313
H47 -20.90 -9.35 22.28  0.238
H48 -21.19 -5.73 20.71  0.316
H49 -20.23 -6.77 19.84  0.328
H50 -22.31 -8.34 19.39  0.320
H51 -23.10 -7.17 17.61  0.298
H52 -21.62 -6.23 17.76  0.340
H53 -22.96 -5.53 18.37  0.342
H54 -23.60 -7.21 21.33  0.260
H55 -23.75 -5.90 20.60  0.256
C21 -15.90 -4.16 18.14  -0.764
O6 -15.89 -5.57 18.30  -0.288
C22 -16.02 -6.21 17.04  -0.797
C23 -15.59 -7.71 17.25  0.622
C24 -15.55 -8.39 15.97  -1.482
N6 -16.65 -8.41 17.96  -0.698
H56 -15.03 -3.93 17.53  0.270
H57 -15.70 -3.63 19.08  0.339
H58 -16.86 -3.76 17.80  0.291
H59 -17.03 -6.13 16.66  0.341
H60 -15.31 -5.75 16.35  0.369
H61 -14.71 -7.70 17.89  0.258
H62 -16.43 -8.35 15.33  0.338
H63 -15.23 -9.44 16.02  0.360
H64 -14.68 -8.01 15.44  0.373
H65 -16.44 -9.39 18.13  0.207
H66 -16.80 -7.97 18.86  0.239
C25 -12.50 1.00 21.84  -0.822
O7 -13.00 2.28 21.63  -0.282
C26 -12.24 3.34 22.27  -0.747
C27 -12.77 4.83 22.25  0.553
C28 -13.08 5.41 20.83  -1.375
N7 -11.66 5.66 22.76  -0.724
H67 -12.22 0.59 22.81  0.315
H68 -11.63 0.89 21.19  0.355
H69 -13.20 0.31 21.38  0.255
H70 -12.02 3.04 23.29  0.318
H71 -11.27 3.20 21.78  0.376
H72 -13.68 4.97 22.84  0.231
H73 -13.91 4.89 20.36  0.317
H74 -12.25 5.24 20.14  0.354
H75 -13.23 6.49 20.79  0.381
H76 -11.95 6.62 22.64  0.253
H77 -11.54 5.61 23.77  0.242
C29 -13.65 0.64 16.37  -0.854
O8 -13.77 -0.23 15.25  -0.273
C30 -15.06 -0.50 14.76  -0.653
C31 -15.10 -1.48 13.55  0.510
C32 -16.45 -1.89 12.96  -1.400
N8 -14.25 -2.69 13.73  -0.579
H78 -12.66 0.62 16.82  0.243
H79 -14.39 0.37 17.13  0.349
H80 -14.07 1.60 16.07  0.368
H81 -15.59 -0.88 15.64  0.326
H82 -15.44 0.51 14.59  0.353
H83 -14.62 -0.89 12.77  0.217
H84 -16.97 -0.96 12.70  0.373
H85 -17.06 -2.31 13.75  0.288
H86 -16.45 -2.48 12.04  0.377
H87 -14.10 -2.98 12.77  0.276
H88 -13.33 -2.33 13.96  0.107
C33 -8.58 -5.07 12.90  -0.760
O9 -9.16 -4.01 13.61  -0.306
C34 -9.55 -4.27 14.92  -0.737
C35 -10.02 -2.98 15.50  0.809
C36 -8.85 -2.01 15.70  -1.517
N9 -10.93 -2.99 16.65  -0.738
H89 -8.36 -4.77 11.88  0.242
H90 -9.29 -5.90 12.80  0.299
H91 -7.72 -5.47 13.45  0.323
H92 -10.40 -4.95 14.96  0.361
H93 -8.86 -4.86 15.53  0.416
H94 -10.60 -2.63 14.65  0.017
H95 -9.22 -1.11 16.18  0.397
H96 -8.50 -1.61 14.74  0.357
H97 -8.08 -2.42 16.35  0.311
H98 -11.60 -2.33 16.29  0.222
H99 -11.47 -3.82 16.49  0.294
C37 -12.06 -13.34 15.80  -0.791
O10 -13.35 -13.22 15.12  -0.223
C38 -13.85 -14.42 14.51  -0.690
C39 -15.20 -14.11 13.89  0.267
C40 -15.07 -13.28 12.55  -1.357
N10 -16.07 -13.37 14.79  -0.651
H100 -11.70 -12.31 15.87  0.223
H101 -11.43 -13.90 15.11  0.307
H102 -12.26 -13.85 16.74  0.293
H103 -13.22 -14.75 13.69  0.366
H104 -14.07 -15.25 15.18  0.374
H105 -15.73 -15.05 13.75  0.454
H106 -16.05 -12.90 12.26  0.364
H107 -14.63 -13.78 11.69  0.366
H108 -14.57 -12.35 12.84  0.258
H109 -15.96 -13.92 15.63  0.268
H110 -15.52 -12.54 14.93  0.178
C41 -12.61 -10.71 6.87  -0.782
O11 -12.35 -9.55 7.64  -0.304
C42 -13.47 -9.12 8.51  -0.703
C43 -13.03 -8.29 9.68  0.291
C44 -14.27 -7.83 10.42  -1.460
N11 -12.25 -7.14 9.27  -0.694
H111 -11.72 -11.29 6.61  0.277
H112 -13.14 -10.43 5.95  0.297
H113 -13.29 -11.47 7.26  0.314
H114 -14.04 -8.45 7.86  0.314
H115 -14.05 -9.93 8.95  0.387
H116 -12.41 -8.86 10.38  0.387
H117 -14.94 -7.31 9.74  0.328
H118 -13.97 -7.24 11.28  0.337
H119 -14.78 -8.71 10.82  0.384
H120 -12.63 -6.82 8.39  0.289
H121 -11.39 -7.67 9.14  0.338

Computed properties:
* E_HOMO: -9.0 eV

---

Structures ranked by computed energy, the most stable listed first: #a, #b.

---

#a
Molecular formula: C8H12OS
Method: DFT, the ωB97M-V functional and the def2-TZVPD basis

Last column: Mulliken charge in e.
Atoms and positions in Å:
C1 -0.99 0.39 -0.34  -0.464
C2 0.22 0.71 -0.37  0.174
C3 -2.14 -0.42 -0.07  1.570
C4 1.50 1.10 -0.35  0.149
C5 -2.40 -0.70 1.40  -1.447
C6 -2.25 -1.65 -0.97  -1.508
C7 2.45 0.76 -1.45  -1.270
C8 2.05 1.77 0.87  -1.265
O1 -4.00 1.53 0.47  -0.479
S1 -3.41 0.89 -0.71  0.301
H1 -1.46 -0.82 1.94  0.318
H2 -2.93 0.15 1.83  0.410
H3 -3.00 -1.59 1.52  0.333
H4 -3.19 -2.15 -0.79  0.441
H5 -2.20 -1.36 -2.02  0.371
H6 -1.43 -2.33 -0.75  0.363
H7 3.23 1.52 -1.52  0.354
H8 2.94 -0.19 -1.23  0.291
H9 1.94 0.67 -2.40  0.352
H10 2.82 1.15 1.32  0.311
H11 2.51 2.72 0.60  0.345
H12 1.26 1.94 1.60  0.350

Computed properties:
* E_HOMO (alpha / beta): -8.3 / -7.3 eV

---

#b
Molecular formula: C8H12OS
Method: DFT, the ωB97M-V functional and the def2-TZVPD basis

Last column: Mulliken charge in e.
Atoms and positions in Å:
C1 0.08 -0.67 -0.50  0.063
C2 1.35 -0.46 -0.11  0.385
C3 -0.83 0.03 0.45  1.774
C4 0.15 0.72 1.32  0.090
C5 -0.43 -1.53 -1.60  -1.576
C6 2.66 -0.91 -0.62  -1.351
C7 -2.04 0.76 -0.09  -1.553
C8 -0.08 1.62 2.47  -1.332
O1 1.38 0.37 1.01  -0.359
S1 -1.35 -1.32 1.69  -0.275
H1 -1.37 -1.99 -1.28  0.350
H2 0.28 -2.32 -1.84  0.439
H3 -0.62 -0.95 -2.50  0.275
H4 3.18 -1.52 0.12  0.315
H5 3.30 -0.06 -0.84  0.315
H6 2.53 -1.49 -1.53  0.349
H7 -2.52 1.33 0.70  0.368
H8 -2.75 0.03 -0.46  0.336
H9 -1.75 1.44 -0.89  0.376
H10 0.57 1.36 3.31  0.370
H11 -1.12 1.58 2.79  0.323
H12 0.15 2.65 2.19  0.321

Computed properties:
* E_HOMO (alpha / beta): -7.5 / -7.5 eV

---

Structures ranked by computed energy, the most stable listed first: #b, #a.